{"formula": "C3H4Cl2O", "method": "ωB97M-V/def2-TZVPD", "e_lumo_ev": 0.2581, "orbital_gap_ev": 10.8, "de_lowest_ev": 0.681, "total_energy_ev": -30267.596, "species": ["C", "C", "C", "H", "H", "H", "H", "O", "Cl", "Cl"], "positions_angstrom": [[-1.4067, -1.2065, 0.9865], [-1.2056, -0.3747, -0.2198], [0.2176, 0.1214, -0.4371], [-2.3890, -1.6656, 0.8357], [-0.6593, -1.9714, 1.2519], [-1.5295, -0.4721, 1.8089], [0.3153, 0.3937, -1.4956], [-2.0775, -0.0005, -0.9350], [0.3604, 1.7639, 0.3255], [1.7131, -1.0299, -0.1431]], "lowdin_charge": [-0.033, -0.593, -0.883, 0.093, 0.077, 0.108, 0.054, 0.121, 0.577, 0.478]}